[1]
The following is a DFT calculation (ωB97M-V with the def2-TZVPD basis set) of a molecular structure, C3H7O3PS.

Last column: natural (NBO) charge in e.
Geometry (Å):
S -0.072 -2.272 0.855  -0.89
P -1.884 0.511 0.212  2.32
O -2.647 0.589 1.486  -1.22
O -2.081 1.743 -0.683  -1.21
O -2.448 -0.848 -0.619  -1.07
C 0.736 0.466 -0.417  -0.46
C -0.233 0.107 0.650  -0.57
C 2.143 -0.152 -0.290  -0.68
H 2.800 0.493 0.318  0.17
H -1.701 -1.466 -0.353  0.50
H 1.785 -1.102 0.136  0.28
H 0.056 0.389 1.701  0.22
H 0.256 0.181 -1.398  0.21
H 0.675 1.655 -0.346  0.20
H 2.617 -0.293 -1.251  0.17

Forces on atoms 1 to 3 (eV/Å):
S -0.2 2.5 -0.1
P -4.2 1.0 -0.8
O -0.3 0.0 1.1

Output
Net charge   -2
Orbital gap   6.12 eV
LUMO energy   6.122 eV
Relative energy (zero: lowest compared OMol25 entry of this formula, charge and spin)   28.4 kcal per mole

***

[2]
The following is a DFT calculation (ωB97M-V with the def2-TZVPD basis set) of 10 unconnected molecules or ions with the total composition C24H73BF4N6O9.

Last column: Löwdin charge in e.
Geometry (Å):
F -3.365 13.206 21.183  0.14
F -5.009 11.842 22.088  0.20
F -3.166 12.393 23.176  0.16
F -4.641 13.887 22.956  0.15
O -5.361 12.632 25.457  -0.05
O -1.985 12.061 18.654  -0.05
O -3.075 10.691 20.653  0.17
O -0.559 17.047 17.091  -0.19
O -4.684 10.973 18.643  -0.25
O -10.657 13.255 21.865  -0.19
O -7.403 16.562 22.419  -0.23
O 0.349 13.435 20.283  -0.23
O -2.834 7.672 27.424  -0.21
N -1.606 14.948 18.576  0.06
N -7.420 13.801 23.433  0.05
N -4.472 16.173 21.414  0.07
N -3.273 8.294 18.596  0.01
N -1.008 14.112 22.975  0.06
N -4.310 10.023 24.842  0.03
C -5.817 11.825 18.765  -0.11
C -5.605 16.510 20.603  -0.45
C -0.042 18.380 16.919  -0.08
C -8.365 13.015 22.709  -0.42
C 1.374 14.223 19.770  -0.15
C -3.228 8.148 26.084  -0.12
C 0.411 13.874 22.792  -0.40
C -11.488 13.829 20.818  -0.09
C -3.957 8.119 16.335  -0.15
C -4.045 9.528 26.171  -0.44
C -6.183 15.247 20.102  -0.08
C -3.695 9.099 17.480  -0.47
C -9.500 13.984 22.224  -0.18
C -2.395 6.379 27.423  -0.18
C -3.662 14.916 17.340  -0.03
C -1.897 16.898 17.217  -0.26
C -2.199 15.418 17.387  -0.42
C 0.962 13.250 24.074  -0.08
C -6.673 17.293 21.389  -0.17
C -7.414 17.219 23.758  -0.06
C -5.008 9.885 17.779  -0.23
C 0.690 12.841 21.599  -0.13
C -5.339 9.468 26.873  -0.09
C -8.708 11.769 23.515  -0.06
B -4.103 12.822 22.302  -1.49
H -0.519 18.966 16.134  0.08
H -4.650 7.292 16.488  0.06
H -1.606 13.299 23.032  0.04
H -7.815 16.561 24.529  0.08
H -1.678 14.951 16.551  0.14
H 1.098 14.560 18.771  0.08
H -1.706 6.066 26.639  0.09
H 1.714 12.486 21.709  0.10
H -5.331 17.144 19.760  0.13
H -7.055 15.465 19.486  0.09
H 0.442 12.418 24.549  0.08
H 2.315 13.672 19.755  0.09
H 1.514 15.144 20.335  0.08
H -4.413 8.632 15.488  0.06
H 1.955 12.840 23.888  0.06
H 0.032 11.974 21.660  0.12
H -5.083 8.953 27.799  0.07
H -6.192 12.187 17.807  0.09
H -7.937 11.290 24.118  0.07
H -7.432 17.542 20.648  0.11
H -3.476 10.329 24.360  0.06
H -6.301 18.270 21.697  0.12
H -9.036 14.476 21.369  0.10
H -3.264 5.725 27.348  0.08
H -3.886 14.085 18.008  0.05
H -2.412 17.329 16.359  0.13
H -7.836 12.606 21.848  0.12
H -9.744 14.738 22.972  0.12
H -6.560 11.154 19.195  0.08
H -4.006 7.714 18.978  0.01
H -6.531 14.561 20.874  0.07
H -3.013 10.424 19.732  0.08
H -10.974 13.946 19.864  0.08
H -3.875 7.405 25.619  0.11
H -2.042 6.267 28.448  0.09
H 1.367 13.992 24.762  0.07
H -7.252 14.723 23.059  0.03
H -4.833 15.717 22.240  0.06
H -0.808 15.556 18.693  0.06
H -9.115 10.973 22.891  0.07
H -3.428 10.296 26.637  0.14
H -5.652 12.588 19.525  0.06
H 1.000 14.738 22.486  0.12
H -2.315 8.265 25.500  0.11
H -2.338 12.915 18.404  -0.01
H -2.194 15.248 19.341  0.09
H -2.952 7.722 16.196  0.06
H -1.097 12.248 18.959  0.03
H -4.255 15.678 17.844  0.06
H 1.028 18.375 16.712  0.08
H -6.162 8.929 26.404  0.08
H -5.407 10.235 16.827  0.11
H -4.748 10.917 25.013  0.02
H -2.922 9.806 17.179  0.13
H -4.009 15.329 21.110  0.04
H -2.104 17.498 18.103  0.13
H -6.427 17.640 23.951  0.08
H -12.333 13.156 20.675  0.08
H -4.096 14.796 16.347  0.08
H -3.253 11.632 20.715  0.06
H -4.903 13.094 24.755  0.01
H -11.888 14.811 21.073  0.07
H -2.647 7.644 18.143  0.03
H -1.260 14.508 22.081  0.06
H -6.531 13.348 23.271  0.04
H -5.908 10.391 26.977  0.07
H -8.053 18.086 23.927  0.07
H -3.749 10.148 21.068  0.11
H -6.198 13.088 25.538  0.03
H -9.488 11.856 24.271  0.07
H -5.737 9.304 18.343  0.10
H -5.469 14.716 19.472  0.05
H 0.012 19.000 17.813  0.08

Forces on atoms 1 to 3 (eV/Å):
F -0.3 0.4 -1.7
F -1.2 -0.7 -1.0
F 1.9 -1.9 1.7

Output
Net charge   -1
Orbital gap (alpha / beta)   1.61 / 8.24 eV
LUMO energy (alpha / beta)   2.131 / 2.082 eV
2S+1   2
⟨S²⟩   0.75

***

[3]
The following is a DFT calculation (ωB97M-V with the def2-TZVPD basis set) of a molecular structure, C7H12LuO3.

Last column: Löwdin charge in e.
Geometry (Å):
Lu -1.914 -3.367 -4.817  2.45
O -0.114 -3.548 -3.280  -0.06
O 0.181 -2.384 -1.421  0.11
O -1.604 -2.030 -2.755  -0.07
C 0.641 -1.352 0.678  -0.16
C -0.654 3.121 0.457  0.09
C -0.289 -1.365 -0.523  -0.14
C 0.680 3.133 0.164  0.08
C 0.899 0.492 2.376  0.00
C 0.155 -0.441 1.763  -0.16
C -0.527 -2.647 -2.489  -0.74
H 0.510 1.037 3.240  0.09
H 1.064 2.592 -0.703  0.13
H -1.047 3.716 1.285  0.14
H 1.373 3.729 0.762  0.14
H 0.194 2.168 1.014  0.19
H 1.969 0.584 2.174  0.09
H -1.357 2.579 -0.179  0.12
H -1.318 -1.602 -0.224  0.15
H -0.893 -0.556 2.059  0.12
H 0.675 -2.373 1.095  0.15
H -0.285 -0.402 -1.050  0.14
H 1.661 -1.083 0.373  0.14

Forces on atoms 1 to 3 (eV/Å):
Lu 2.9 1.2 4.6
O -1.5 -1.1 -3.0
O -0.5 -0.9 -1.9

Output
Net charge   +3
Orbital gap   3.52 eV
LUMO energy   -14.699 eV
Relative energy (zero: lowest compared OMol25 entry of this formula, charge and spin)   0.0 kcal per mole

***

[4]
The following is a DFT calculation (ωB97M-V with the def2-TZVPD basis set) of 2 unconnected molecules or ions with the total composition C5H11NO.

Last column: natural (NBO) charge in e.
Geometry (Å):
O 1.305 -2.060 1.431  -0.98
N 0.875 0.029 -0.751  -0.64
C -2.649 -0.442 0.124  -0.65
C -1.487 -0.310 -0.638  -0.39
C 2.027 0.894 -0.707  -0.40
C -0.370 0.506 -0.283  0.10
C -0.448 1.639 0.489  -0.74
H -3.422 -1.145 -0.180  0.16
H 2.266 1.164 0.324  0.19
H 2.884 0.361 -1.124  0.18
H 1.443 -1.609 2.269  0.45
H -2.806 0.099 1.041  0.17
H 0.858 -1.364 0.911  0.50
H 1.884 1.797 -1.327  0.16
H 0.385 2.282 0.745  0.17
H -1.399 -0.819 -1.604  0.16
H 0.839 -0.558 -1.569  0.36
H -1.411 1.920 0.891  0.19

Forces on atoms 1 to 3 (eV/Å):
O -0.1 0.4 0.1
N 0.6 0.1 0.3
C -0.3 -0.2 -0.6

Output
Net charge   -1
Orbital gap (alpha / beta)   3.61 / 6.64 eV
LUMO energy (alpha / beta)   3.974 / 3.910 eV
2S+1   2
Relative energy (zero: lowest compared OMol25 entry of this formula, charge and spin)   27.9 kcal per mole
⟨S²⟩   0.76

***

[5]
The following is a DFT calculation (ωB97M-V with the def2-TZVPD basis set) of 3 unconnected molecules or ions with the total composition C15H40BO6Si.

Last column: natural (NBO) charge in e.
Geometry (Å):
Si -3.023 -1.297 -0.003  1.41
O -0.387 5.393 5.165  -0.54
O 1.442 -0.750 -3.118  -0.55
O 2.254 -1.773 -5.856  -0.55
O 0.772 1.824 3.059  -0.56
O -1.211 2.457 5.277  -0.54
O 3.778 -4.069 -4.605  -0.54
C -2.069 -1.690 -1.624  -1.11
C -0.628 1.557 3.065  -0.11
C 1.008 0.410 -2.437  -0.25
C 4.292 -3.061 -5.450  -0.09
C -1.369 2.598 3.863  -0.09
C 1.182 -2.197 -5.016  -0.09
C -0.352 4.520 6.274  -0.09
C 0.581 -1.087 -4.186  -0.10
C 4.208 -5.355 -4.968  -0.24
C 3.539 -1.763 -5.259  -0.09
C -0.082 3.095 5.837  -0.09
C -4.460 -2.548 0.027  -1.10
C 1.511 0.697 2.659  -0.24
C -0.945 6.642 5.477  -0.24
C -1.872 -1.924 1.387  -1.10
B -3.575 0.629 0.165  -0.94
H 0.437 4.833 6.977  0.15
H -0.952 7.235 4.564  0.19
H -5.131 -2.276 0.849  0.22
H -1.311 4.553 6.809  0.17
H 1.006 1.279 -3.106  0.16
H -5.053 -2.508 -0.894  0.21
H -2.102 -0.799 -2.260  0.22
H -1.026 1.554 2.044  0.22
H -0.359 7.171 6.240  0.15
H 0.169 2.529 6.738  0.18
H -1.212 -1.107 1.695  0.21
H 2.566 0.971 2.680  0.18
H -1.018 -1.945 -1.441  0.21
H -2.510 -2.521 -2.186  0.21
H 5.299 -5.455 -4.900  0.16
H 1.705 0.587 -1.620  0.19
H -1.248 -2.774 1.090  0.20
H 5.357 -2.887 -5.232  0.16
H 0.001 0.286 -2.027  0.20
H 0.772 3.071 5.155  0.20
H 3.747 -6.060 -4.279  0.19
H 1.343 -0.152 3.332  0.16
H -0.815 0.565 3.495  0.17
H 1.498 -3.016 -4.367  0.19
H -0.393 -1.417 -3.802  0.19
H 0.409 -0.206 -4.823  0.16
H -3.774 1.080 -0.963  -0.02
H -2.470 -2.232 2.252  0.21
H -4.596 0.717 0.843  -0.01
H 3.479 -1.515 -4.197  0.21
H 4.210 -3.374 -6.501  0.16
H 1.247 0.375 1.644  0.17
H -1.079 3.600 3.541  0.19
H 3.906 -5.603 -5.993  0.16
H -1.973 6.541 5.847  0.16
H 0.408 -2.560 -5.694  0.18
H -4.138 -3.586 0.168  0.20
H -2.665 1.269 0.700  -0.04
H -2.432 2.455 3.664  0.21
H 4.106 -0.984 -5.774  0.18

Forces on atoms 1 to 3 (eV/Å):
Si 0.0 0.1 0.0
O 0.0 -0.1 -0.1
O 0.1 0.0 -0.1

Output
Net charge   -1
Orbital gap   6.63 eV
LUMO energy   2.514 eV

***

[6]
The following is a DFT calculation (ωB97M-V with the def2-TZVPD basis set) of a molecular structure, C2H6BrFeO.

Last column: natural (NBO) charge in e.
Geometry (Å):
Br -7.156 -14.003 14.780  -0.08
Fe -10.086 -11.675 14.174  1.08
O -1.839 -11.954 15.629  -0.70
C -0.778 -12.232 14.827  -0.06
C -0.787 -11.090 13.724  -0.65
H -1.660 -10.442 13.801  0.21
H 0.135 -12.107 15.408  0.17
H -0.559 -11.500 12.740  0.20
H -0.708 -13.191 14.314  0.16
H 0.052 -10.437 13.966  0.21
H -2.601 -12.323 15.176  0.46

Forces on atoms 1 to 3 (eV/Å):
Br -1.2 0.9 -0.2
Fe 1.2 -0.9 0.2
O -1.9 -1.1 1.7

Output
Net charge   +1
Orbital gap (alpha / beta)   2.41 / 2.24 eV
LUMO energy (alpha / beta)   -9.181 / -9.357 eV
2S+1   5
Relative energy (zero: lowest compared OMol25 entry of this formula, charge and spin)   97.7 kcal per mole
⟨S²⟩   6.40